1.
{
  "formula": "C9H14OSe",
  "method": "ωB97M-V with the def2-TZVPD basis set",
  "elements": ["C", "H", "H", "H", "H", "C", "O", "H", "C", "H", "C", "H", "H", "H", "C", "C", "Se", "C", "H", "H", "H", "H", "H", "C", "C"],
  "xyz": [[0.4086, 0.2595, 0.6761], [2.4492, -0.8799, 1.9127], [-2.9786, -0.0775, -0.7482], [0.1048, 1.3339, -1.7386], [-1.1192, 2.3388, 1.3228], [0.8276, -1.5367, -0.9452], [-0.7223, 0.8362, -1.6112], [-0.5949, 2.9423, -0.2654], [-1.0248, 0.8704, -0.2640], [-1.5380, -1.1317, -0.4327], [0.7804, -1.2312, 0.4918], [0.2551, 0.5042, 1.8435], [2.6088, -2.3239, 0.9762], [0.1014, -1.7966, 1.1557], [-2.0848, -0.2594, -0.1127], [2.7277, -0.5031, -0.3404], [1.8440, 1.3144, -0.0521], [2.2297, -1.2494, 0.8699], [2.3172, -1.0473, -2.4809], [3.7883, -0.3771, -0.4686], [-2.4249, -0.5875, 0.9394], [0.0587, -1.9683, -1.6103], [-2.2591, 2.6107, -0.2407], [-1.2615, 2.2228, 0.2341], [1.9826, -1.0901, -1.4450]],
  "lowdin_charge": [-0.43, 0.13, 0.09, 0.04, 0.09, -0.09, -0.06, 0.07, -0.63, 0.04, -0.38, 0.14, 0.15, 0.15, -0.02, -0.47, 1.04, -0.22, 0.12, 0.09, 0.11, 0.13, 0.13, -0.08, -0.13],
  "homo_lumo_gap_ev": 8.79,
  "e_tot_ha": -2827.91815,
  "lumo_energy_ev": 0.697,
  "smiles": "CC(C)(O)[C@@H]1[Se][C@@H]2C=C[C@H]1C2",
  "largest_force_ha_per_bohr": 0.090,
  "charge": 0,
  "de_lowest_kcal_mol": 15.32,
  "e_homo_ev": -8.096,
  "multiplicity": 1
}

---

2.
{
  "formula": "CH6ClIN2OP",
  "method": "ωB97M-V with the def2-TZVPD basis set",
  "elements": ["H", "H", "Cl", "H", "H", "C", "H", "H", "P", "N", "N", "I", "O"],
  "xyz": [[-1.9585, 1.0731, -0.9535], [-0.0875, -0.8233, 2.3663], [-2.6222, -1.7228, -0.7030], [1.6242, 0.6412, 0.5963], [-0.5482, -2.6570, -0.5692], [-0.8826, -1.6857, -0.7906], [1.7936, -0.4955, -0.6752], [-0.9411, 1.8544, 0.2050], [-0.3547, -0.2075, 0.1870], [-1.1081, 1.1049, -0.4281], [1.3008, -0.1838, 0.1810], [0.0695, -1.5268, -2.8911], [-0.6083, -0.2234, 1.7512]],
  "lowdin_charge": [0.07, 0.15, 0.61, 0.06, -0.02, -1.11, 0.05, 0.08, 0.52, -0.01, -0.04, 0.77, -0.14],
  "homo_lumo_gap_ev": 9.11,
  "e_tot_ha": -1325.49479,
  "lumo_energy_ev": -4.845,
  "smiles": "N[P@@](=[NH2+])(O)[C@@H](Cl)I",
  "largest_force_ha_per_bohr": 0.052,
  "charge": 1,
  "de_lowest_kcal_mol": 0.00,
  "e_homo_ev": -13.952,
  "multiplicity": 1
}

---

3.
{
  "formula": "C15H10ClF8N3O11S3",
  "method": "ωB97M-V with the def2-TZVPD basis set",
  "elements": ["C", "H", "C", "H", "O", "C", "C", "F", "H", "O", "O", "O", "O", "C", "H", "O", "F", "F", "C", "H", "F", "C", "H", "N", "N", "F", "O", "C", "F", "S", "C", "C", "O", "S", "N", "O", "H", "Cl", "C", "C", "H", "H", "F", "H", "O", "C", "O", "C", "C", "F", "S"],
  "xyz": [[-5.8988, -0.4408, 1.0715], [4.0257, 2.5979, -0.3818], [0.2142, -0.8438, 0.3057], [2.3339, 3.0451, -0.6301], [0.2197, 0.4100, -2.0066], [0.1352, -0.6888, 1.8589], [2.5805, 0.9194, -0.8785], [-1.0859, -0.9843, -0.0750], [-2.7452, 0.7453, 0.7582], [-8.5332, 1.2024, -0.6471], [2.2904, -2.0243, -2.4240], [3.5784, 1.6467, 2.4401], [2.9113, 3.8472, 1.8712], [2.9929, 2.2636, -0.1808], [-6.4473, -1.2282, 1.5707], [-8.5905, -0.4841, 0.6946], [-1.4710, -2.4840, 2.2360], [3.1919, -1.9153, 1.2719], [2.6064, 1.3112, -2.4552], [-4.0112, -1.0541, 1.8820], [-0.4348, -1.6369, 3.9086], [-6.5443, 0.4781, 0.2591], [4.9662, -2.0452, -2.6439], [2.9482, -4.0764, -1.3101], [-8.0008, 0.3914, 0.0882], [0.7698, -2.0326, -0.0041], [5.1775, -0.3898, 1.1726], [-4.4704, 1.5775, -0.2042], [-0.7985, 0.2415, 2.1769], [0.7789, 0.6076, -0.6857], [2.6927, -3.2038, -1.9619], [3.6218, -0.2514, -1.0323], [5.0908, -2.2321, -0.2137], [2.7053, 2.4348, 1.6066], [2.8640, 0.1329, -3.2296], [4.4066, -1.4361, -3.1670], [2.0075, -0.1621, -3.7117], [5.1906, 0.5545, -1.5752], [-4.5266, -0.3437, 1.2472], [-0.2913, -2.0172, 2.6158], [-3.9117, 2.3627, -0.6978], [1.3882, 2.1919, 1.9514], [1.2823, -0.2945, 2.4520], [-6.3463, 2.1972, -1.0244], [2.4180, 2.3407, -2.9618], [-3.8148, 0.6665, 0.6135], [0.0970, 1.7683, -0.1564], [3.3032, -1.0285, -2.4186], [-5.8421, 1.4843, -0.3862], [0.6750, -2.9270, 2.6181], [4.3010, -1.1938, 0.3931]],
  "lowdin_charge": [0.00, 0.12, -0.43, 0.12, -0.23, -0.35, -0.34, 0.12, 0.08, 0.08, 0.09, -0.33, -0.34, -0.21, 0.12, 0.08, 0.20, -0.12, -0.49, 0.10, 0.16, -0.15, 0.12, 0.24, -0.35, 0.13, -0.24, -0.06, 0.14, 0.81, -0.30, -0.51, -0.26, 0.68, 0.15, 0.02, 0.17, 0.91, -0.06, -0.53, 0.11, 0.09, 0.13, 0.12, 0.22, -0.07, -0.24, -0.54, 0.00, 0.20, 0.64],
  "homo_lumo_gap_ev": 8.70,
  "e_tot_ha": -4022.86616,
  "lumo_energy_ev": -1.574,
  "largest_force_ha_per_bohr": 0.100,
  "charge": 0,
  "e_homo_ev": -10.271,
  "multiplicity": 1
}